Entry 1:
The molecule C4H4N2O2, computed with ωB97M-V/def2-TZVPD.

Geometry as XYZ:
```
12
C4H4N2O2 ωB97M-V/def2-TZVPD
C -0.370 0.411 0.360
C -0.589 0.076 -0.995
C 0.370 -0.710 -1.406
C 1.262 -1.013 -0.429
H -1.493 0.227 -1.339
H 0.553 -1.227 -2.387
H 2.289 -1.570 -0.353
H 1.422 0.247 1.274
N -1.183 1.130 1.307
N 0.849 -0.244 0.647
O -0.765 1.526 2.422
O -2.343 1.148 0.901
```

Properties
HOMO-LUMO gap = 8.67 eV
SMILES = O=[N+]([O-])c1ccc[nH]1
2S+1 = 1



Entry 2:
A structure of composition C8H13Cl2MgO6, computed with ωB97M-V/def2-TZVPD.

Geometry as XYZ:
```
30
C8H13Cl2MgO6 ωB97M-V/def2-TZVPD
Mg -5.387 -14.512 -25.136
C -4.971 -13.415 -28.847
C -5.103 -13.888 -27.419
O -5.801 -14.870 -27.041
O -4.542 -13.291 -26.461
H -4.605 -14.145 -29.573
H -4.452 -12.471 -28.993
H -5.960 -13.316 -29.306
C -6.141 -18.399 -23.403
C -6.263 -16.912 -23.442
O -5.443 -16.233 -24.176
O -7.227 -16.345 -22.914
H -5.308 -18.764 -24.002
H -7.078 -18.786 -23.803
H -6.023 -18.745 -22.375
C -6.530 -11.079 -24.448
C -7.199 -12.322 -23.895
O -6.743 -13.484 -24.144
O -8.205 -12.244 -23.143
H -5.508 -11.329 -24.744
H -6.377 -10.278 -23.725
H -7.109 -10.732 -25.304
Cl -4.828 -11.578 -21.379
C -3.404 -12.549 -20.902
C -3.340 -13.904 -21.617
Cl -3.594 -13.673 -23.364
H -3.428 -12.624 -19.816
H -2.569 -11.874 -21.089
H -4.089 -14.581 -21.212
H -2.368 -14.386 -21.533
```

Properties
total charge = -1
HOMO-LUMO gap = 7.42 eV
2S+1 = 1



HOMO energy (computed, Eh): -0.34159, -0.17403
E (computed, hartree): -414.65851, -1884.80853
Energy relative to the best compared isomer or geometry (same formula, charge and spin) (computed, kcal per mole): 117.77, 0.00